{
  "formula": "C35H76BClF5N2O16S2",
  "method": "ωB97M-V/def2-TZVPD",
  "elements": ["H", "Cl", "C", "O", "H", "H", "H", "O", "H", "C", "H", "C", "H", "H", "O", "C", "C", "C", "H", "H", "H", "H", "F", "H", "F", "S", "H", "H", "H", "H", "C", "H", "H", "H", "C", "H", "S", "C", "C", "H", "H", "H", "H", "C", "C", "H", "C", "C", "N", "N", "C", "O", "H", "O", "C", "H", "C", "C", "O", "C", "H", "O", "H", "H", "C", "H", "H", "H", "O", "O", "H", "O", "H", "C", "C", "H", "C", "H", "O", "C", "H", "C", "F", "H", "H", "O", "H", "H", "H", "H", "C", "H", "C", "H", "H", "H", "H", "C", "C", "H", "O", "H", "C", "H", "F", "H", "H", "H", "H", "H", "H", "H", "H", "O", "C", "C", "C", "H", "H", "H", "H", "C", "O", "H", "C", "F", "H", "H", "H", "B", "H", "H", "O", "H", "H", "H", "H", "H"],
  "positions_angstrom": [[3.580, -3.073, -3.176], [1.986, 0.332, 2.748], [0.753, -0.601, -1.827], [-3.187, -4.261, -1.350], [6.389, 6.262, -9.003], [2.560, 1.318, -3.207], [1.005, -4.712, -0.494], [-4.792, -1.397, 7.807], [4.886, -5.796, 4.729], [-6.524, 1.027, 6.549], [2.622, -3.398, -4.795], [1.479, -0.416, 1.164], [2.118, -3.303, -0.747], [-4.776, -3.452, 0.676], [-0.178, -2.657, 2.550], [-5.608, -5.686, 0.255], [-5.230, -3.421, -0.320], [-5.858, 0.569, 8.773], [0.474, 1.044, -3.422], [-0.370, 2.706, 2.204], [3.029, 2.673, -0.673], [-4.265, 5.513, -2.143], [-2.397, -0.734, 4.249], [3.492, -2.434, 3.853], [-1.514, -1.045, -1.049], [3.749, -1.129, -0.003], [6.205, -3.880, 4.109], [4.767, -2.489, 2.623], [-4.436, -5.583, -2.390], [-5.822, 1.220, 9.653], [5.083, -5.323, 5.696], [4.899, 7.124, -7.220], [1.755, -1.520, 1.344], [-3.212, 1.078, -2.330], [-0.116, -1.251, -0.647], [1.771, -4.002, 3.042], [-0.875, -1.386, 2.191], [-0.062, -0.424, 0.777], [-5.932, 4.287, -0.885], [1.036, 2.267, 1.005], [-4.917, 5.216, -3.761], [-4.874, -1.027, 9.808], [-2.841, -1.396, 7.136], [-0.103, 2.301, 1.165], [6.803, 5.888, -8.063], [2.357, -5.669, 3.200], [-3.673, 1.812, -1.662], [3.415, 3.623, -2.636], [-1.945, 0.336, -4.259], [2.426, 0.061, 0.097], [5.561, 6.848, -5.170], [-2.276, -1.697, 1.707], [-6.839, 0.083, 8.755], [-5.686, 1.406, 7.632], [6.602, 4.753, -4.820], [-6.056, -6.593, -0.150], [-4.641, 4.736, -2.817], [1.820, 0.452, -1.199], [-0.948, -0.422, -3.737], [-3.395, -5.253, -2.346], [-5.968, -5.539, 1.277], [6.975, 6.963, -7.149], [6.123, -5.498, 5.983], [-0.516, -3.218, -1.540], [1.173, -3.621, -0.173], [-4.756, 1.809, -1.807], [6.147, 5.112, -7.658], [-6.703, 3.604, -0.528], [-2.499, -0.383, -5.038], [3.817, -4.265, 2.915], [-6.225, 5.312, -0.641], [1.882, -0.933, -4.235], [-6.501, -0.053, 6.376], [5.744, 7.397, -6.579], [-0.863, 0.946, 0.772], [-2.768, -6.114, -2.106], [-4.740, -0.460, 8.881], [-5.918, -2.570, -0.349], [4.820, -3.925, 5.662], [3.621, 2.392, -1.620], [2.454, 3.524, -3.246], [4.311, -3.042, 3.452], [4.976, 2.212, -1.215], [-1.758, 0.905, 1.498], [-3.092, -4.863, -3.323], [-6.007, -4.591, -0.559], [-2.711, 4.183, -3.566], [5.774, -2.329, 4.846], [2.629, -4.612, -3.436], [-3.938, 2.928, -3.791], [-4.170, -3.228, -1.398], [1.482, -3.671, 0.915], [2.558, -4.630, 3.468], [-4.091, -1.706, 5.914], [-6.167, 1.529, 5.648], [7.475, 5.146, -5.348], [-3.843, -0.054, 6.510], [-3.569, 3.690, -3.098], [5.374, -3.293, 4.515], [6.760, 4.835, -3.739], [-3.099, 3.091, -1.889], [2.544, -4.545, 4.558], [2.935, 1.021, -2.163], [6.490, 3.697, -5.076], [-0.881, 0.869, 3.866], [7.781, 5.447, -8.259], [4.825, -0.554, 0.684], [2.848, -0.805, -4.172], [6.394, 7.143, -4.523], [-4.627, -3.173, -2.391], [2.883, 0.911, 0.500], [-0.961, -3.241, 0.167], [1.162, 1.379, -1.002], [5.407, 5.428, -5.181], [-0.141, -2.824, -0.523], [-3.841, -1.110, 6.794], [-0.174, 0.361, -2.763], [-4.521, -5.810, 0.263], [-1.399, 1.211, -0.207], [-3.651, -2.283, -1.213], [4.429, -5.776, 6.441], [2.637, -3.485, -3.653], [-5.824, 4.139, -2.294], [-7.552, 1.344, 6.746], [-1.086, -0.488, 3.785], [-0.261, -1.078, 4.773], [4.329, 3.788, -3.316], [-0.439, 3.148, 0.459], [3.302, 4.584, -2.025], [1.366, -1.545, -2.998], [4.642, 7.266, -4.746], [-3.761, 0.029, 8.924], [1.395, -2.957, -3.138], [-4.992, 4.045, -0.378], [3.812, 0.323, -2.384], [-3.462, 1.521, -0.630], [-0.857, 1.047, -2.191], [5.786, 8.490, -6.526]],
  "forces_ev_per_angstrom": [[-1.2, -0.1, -0.6], [-0.4, -0.3, -1.1], [-0.3, 1.0, 0.0], [-0.2, 0.0, -0.1], [0.0, -0.1, -0.1], [0.0, -0.8, 1.8], [0.2, 1.6, 0.5], [0.2, 0.4, -0.1], [0.0, 0.1, 0.0], [0.1, 0.0, 0.1], [0.4, 0.1, 1.6], [-0.7, -2.1, 1.3], [-1.5, -0.3, 0.7], [0.1, 0.0, -0.1], [-0.2, 3.7, -0.4], [-0.1, 0.0, -0.1], [-0.3, -0.1, -0.4], [0.4, 0.3, 0.0], [-0.5, -1.1, 1.3], [0.7, -1.0, -1.4], [1.0, -0.2, -1.0], [0.0, -0.1, 0.0], [3.0, 0.6, -1.7], [0.0, 0.0, 0.1], [1.8, 0.2, 0.4], [1.4, -0.8, -0.2], [-0.1, 0.0, -0.1], [0.1, 0.0, 0.0], [0.0, 0.1, 0.0], [0.0, 0.0, 0.0], [0.0, 0.0, 0.1], [0.0, -0.1, 0.1], [-0.6, 1.6, -0.4], [-0.2, -0.1, 0.0], [-3.1, -0.9, 0.3], [-0.1, 0.0, 0.2], [-3.8, -6.7, -2.7], [1.2, 1.3, 0.0], [-0.1, 0.0, -0.1], [-1.6, 0.0, 0.6], [0.1, 0.0, 0.0], [0.0, 0.0, 0.0], [0.1, 0.1, -0.1], [0.3, 1.1, -0.5], [0.1, 0.1, 0.0], [0.1, 0.1, -0.1], [0.1, 0.0, 0.1], [0.6, 0.4, 0.6], [-1.3, -2.4, -2.2], [0.9, 0.9, 1.3], [-0.4, -0.1, -0.3], [3.7, 2.2, 1.3], [0.1, -0.1, 0.0], [-0.1, -0.3, -0.1], [-0.1, -0.1, 0.0], [-0.1, 0.1, 0.0], [-0.3, -0.3, -0.3], [-1.4, 1.6, -2.6], [2.0, 0.3, 2.5], [0.2, -0.1, 0.0], [0.1, -0.1, 0.1], [-0.3, -0.3, 0.1], [0.0, -0.1, 0.0], [0.7, 0.9, 1.4], [1.0, -0.7, -0.4], [0.1, 0.0, 0.0], [0.0, 0.1, 0.0], [0.0, 0.1, -0.1], [0.0, 2.1, 0.8], [-0.1, 0.3, 0.2], [0.0, 0.0, 0.1], [0.1, 0.2, 2.6], [0.0, 0.1, 0.0], [0.5, 0.1, 0.2], [-1.1, 1.8, 0.2], [0.0, 0.1, 0.0], [-0.5, -0.3, 0.0], [0.0, 0.0, 0.0], [0.0, -0.1, -0.4], [-1.8, 0.4, 0.2], [1.4, -0.1, 0.8], [0.3, -0.5, -0.1], [-1.6, 0.0, -0.7], [1.4, -0.3, -1.1], [-0.1, -0.1, -0.1], [0.4, 0.0, 0.1], [0.0, 0.0, 0.0], [0.0, 0.0, 0.0], [0.0, 1.7, -0.2], [-0.1, 0.0, 0.1], [0.2, 0.0, 0.5], [-0.7, 0.3, -1.1], [-0.1, -0.2, -0.1], [0.0, 0.0, 0.1], [0.0, 0.1, 0.1], [-0.1, 0.0, 0.0], [0.0, 0.0, 0.1], [0.1, 0.4, 0.2], [-0.3, 0.2, 0.4], [0.2, 0.0, 0.0], [-0.1, -0.2, 0.0], [0.1, 0.0, -0.1], [1.8, 0.9, -1.0], [-0.1, 0.1, 0.0], [-0.3, -2.3, -0.8], [0.0, 0.1, 0.0], [-1.3, 0.2, -0.5], [-0.6, -0.1, -0.4], [0.0, 0.0, -0.1], [0.0, -0.1, 0.1], [-0.5, -0.4, -0.5], [1.1, 1.4, -0.8], [1.0, -1.4, 0.3], [0.3, 0.0, 0.0], [0.1, -1.6, -0.5], [-0.1, -0.2, 0.0], [0.4, 1.2, -0.6], [-0.1, 0.0, 0.0], [1.1, -1.2, 1.2], [0.0, 0.0, 0.0], [0.0, 0.1, 0.0], [0.0, -1.9, -1.3], [0.4, 0.0, 0.2], [-0.1, -0.1, -0.1], [-1.0, 1.0, 5.6], [-1.5, 1.3, -2.6], [-1.5, -0.5, 0.9], [0.3, -1.4, 0.9], [0.2, -1.3, -0.8], [1.0, -2.1, -3.1], [0.0, 0.0, 0.0], [-0.1, 0.1, 0.0], [0.5, 2.2, 1.9], [0.0, 0.0, 0.0], [-1.3, 0.6, 0.6], [0.0, 0.1, 0.0], [0.6, -1.0, -0.3], [-0.1, 0.0, 0.0]],
  "lowdin_charge": [0.10, 0.77, -0.07, -0.21, 0.09, 0.13, 0.12, -0.19, 0.08, -0.11, 0.12, -0.61, 0.05, 0.12, -0.29, -0.11, -0.19, -0.20, 0.15, 0.09, 0.13, 0.13, 0.09, 0.12, -0.04, 0.97, 0.13, 0.09, 0.09, 0.12, -0.10, 0.13, 0.08, 0.06, -0.22, 0.05, 0.86, -0.29, -0.11, 0.04, 0.13, 0.13, 0.09, -0.10, -0.11, 0.10, -0.11, -0.02, -0.02, -0.36, -0.19, -0.28, 0.13, -0.20, -0.12, 0.09, -0.20, -0.23, -0.09, -0.10, 0.09, -0.19, 0.09, 0.14, -0.08, 0.10, 0.08, 0.09, 0.08, -0.20, 0.09, 0.08, 0.08, -0.20, -0.18, 0.09, -0.20, 0.13, -0.19, -0.30, 0.09, -0.21, -0.05, 0.13, 0.09, -0.19, 0.12, 0.13, 0.12, 0.13, -0.19, 0.05, -0.09, 0.08, 0.09, 0.09, 0.08, -0.19, -0.20, 0.09, -0.21, 0.09, -0.10, 0.09, 0.08, 0.09, -0.03, 0.10, 0.13, 0.13, 0.11, 0.13, 0.16, -0.22, -0.14, -0.13, -0.08, 0.08, 0.10, 0.10, 0.09, -0.07, -0.19, 0.09, -0.50, 0.07, 0.09, 0.10, 0.10, -0.49, 0.12, 0.12, -0.02, 0.08, 0.12, 0.08, 0.12, 0.13],
  "homo_lumo_gap_ev": 6.583,
  "homo_ha": -0.3858,
  "mol_weight_da": 986.4,
  "total_charge": 1
}